Record 1
A molecular structure, C30H30ClN8O6SeTi, computed with ωB97M-V with the def2-TZVPD basis set.

Frontier orbital gap in Eh: 0.23633
Charge: +1
Energy relative to the best compared isomer or geometry (same formula, charge and spin) in kJ/mol: 13.6
Calculated total energy in eV: -156779.17616
E_HOMO in eV: -10.1

Each line ends with the Löwdin charge.
Geometry (Å):
Ti: -0.71 1.47 -1.42  0.97
C: 2.21 3.44 1.48  -0.08
C: 1.22 3.28 0.51  -0.05
N: 0.50 2.17 0.47  0.06
C: 0.76 1.22 1.38  -0.17
C: 1.75 1.40 2.33  -0.05
N: 2.48 2.51 2.38  0.11
C: -0.08 -0.01 1.28  -0.17
C: 0.14 -1.15 2.03  0.07
C: -0.68 -2.27 1.80  -0.12
C: -1.73 -2.17 0.90  0.07
C: -1.88 -0.98 0.19  -0.16
N: -1.06 0.05 0.36  0.08
C: -3.00 -0.71 -0.76  -0.17
C: -4.03 -1.61 -0.99  -0.04
N: -5.06 -1.31 -1.78  0.11
C: -5.04 -0.11 -2.33  -0.08
C: -4.00 0.80 -2.12  -0.05
N: -2.97 0.50 -1.34  0.08
C: -0.40 -3.55 2.49  -0.19
C: 0.05 -3.58 3.81  -0.01
C: 0.35 -4.81 4.38  -0.12
N: 0.26 -5.96 3.73  0.08
C: -0.17 -5.93 2.48  -0.13
C: -0.52 -4.76 1.81  -0.02
H: 2.80 4.35 1.52  0.12
H: 1.03 4.03 -0.25  0.12
H: 1.98 0.63 3.06  0.12
H: 0.96 -1.21 2.72  0.12
H: -2.40 -2.99 0.75  0.12
H: -4.04 -2.58 -0.52  0.12
H: -5.87 0.16 -2.97  0.12
H: -3.98 1.77 -2.60  0.11
H: 0.14 -2.68 4.39  0.12
H: 0.70 -4.86 5.40  0.11
H: -0.24 -6.89 1.97  0.11
H: -0.85 -4.80 0.78  0.11
O: 0.28 2.96 -2.20  -0.69
Cl: 0.93 2.85 -3.71  0.98
O: 2.31 2.25 -3.68  -0.62
O: 0.87 0.47 -1.28  -0.73
O: -0.87 0.36 -2.80  -0.67
C: -2.51 3.07 0.72  -0.06
O: -1.98 3.17 -0.60  -0.30
C: -2.61 4.28 -1.27  -0.14
C: -2.18 4.36 -2.72  -0.19
O: -2.29 3.05 -3.24  -0.28
C: -2.28 2.97 -4.66  -0.08
H: -3.60 2.99 0.67  0.10
H: -2.23 3.95 1.30  0.11
H: -2.11 2.17 1.18  0.07
H: -2.36 5.20 -0.74  0.14
H: -3.69 4.12 -1.21  0.13
H: -1.15 4.72 -2.82  0.11
H: -2.85 5.05 -3.24  0.14
H: -1.42 3.50 -5.08  0.08
H: -3.20 3.39 -5.07  0.10
H: -2.20 1.91 -4.91  0.10
C: 3.92 0.37 -1.28  0.01
N: 3.38 -0.87 -0.77  -0.06
C: 2.38 -1.57 -1.34  -0.27
Se: 0.70 -0.79 -2.54  1.09
N: 2.15 -2.63 -0.53  0.13
C: 2.97 -2.59 0.60  -0.19
C: 3.07 -3.40 1.72  -0.01
C: 3.97 -2.99 2.69  -0.07
C: 4.74 -1.83 2.54  -0.07
C: 4.65 -1.04 1.41  0.00
C: 3.74 -1.44 0.44  -0.17
H: 3.43 0.62 -2.21  0.07
H: 5.00 0.26 -1.44  0.11
H: 3.74 1.17 -0.56  0.10
H: 1.46 -3.33 -0.73  0.15
H: 2.48 -4.29 1.84  0.11
H: 4.09 -3.59 3.58  0.11
H: 5.44 -1.56 3.32  0.11
H: 5.25 -0.15 1.29  0.12

Record 2
A molecular structure, C30H30ClN8O6SeTi, computed with ωB97M-V with the def2-TZVPD basis set.

Frontier orbital gap in Eh: 0.20731
Charge: +1
Energy relative to the best compared isomer or geometry (same formula, charge and spin) in kJ/mol: 0.0
Calculated total energy in eV: -156779.31726
E_HOMO in eV: -9.6

Each line ends with the Löwdin charge.
Geometry (Å):
Ti: 0.81 -1.26 1.70  0.90
C: 1.62 -1.83 6.03  -0.06
C: 1.44 -2.10 4.67  -0.05
N: 1.40 -1.10 3.81  0.05
C: 1.61 0.15 4.25  -0.16
C: 1.75 0.39 5.60  -0.03
N: 1.74 -0.60 6.50  0.12
C: 1.74 1.18 3.18  -0.16
C: 2.08 2.49 3.43  0.07
C: 2.25 3.36 2.36  -0.11
C: 2.10 2.86 1.07  0.08
C: 1.76 1.53 0.89  -0.15
N: 1.57 0.71 1.94  0.08
C: 1.62 0.88 -0.44  -0.18
C: 1.74 1.52 -1.65  -0.04
N: 1.63 0.84 -2.80  0.11
C: 1.44 -0.46 -2.71  -0.09
C: 1.30 -1.12 -1.49  -0.08
N: 1.37 -0.43 -0.37  0.06
C: 2.59 4.79 2.58  -0.18
C: 2.05 5.78 1.78  -0.01
C: 2.40 7.10 2.02  -0.12
N: 3.25 7.47 2.98  0.08
C: 3.77 6.51 3.74  -0.12
C: 3.47 5.17 3.58  -0.01
H: 1.66 -2.64 6.75  0.12
H: 1.30 -3.10 4.28  0.13
H: 1.87 1.40 5.99  0.12
H: 2.20 2.85 4.44  0.12
H: 2.27 3.49 0.21  0.12
H: 1.92 2.58 -1.73  0.12
H: 1.36 -1.03 -3.64  0.12
H: 1.13 -2.18 -1.42  0.11
H: 1.34 5.55 0.99  0.12
H: 1.99 7.90 1.41  0.11
H: 4.46 6.83 4.51  0.11
H: 3.94 4.43 4.22  0.12
O: -1.93 -3.96 0.94  -0.37
Cl: -0.62 -3.41 0.93  0.97
O: -0.12 -3.19 2.36  -0.50
O: 2.10 -2.17 1.40  -0.31
O: -0.72 -1.90 0.54  -0.59
C: -1.95 -1.53 4.02  -0.07
O: -1.33 -0.58 3.15  -0.25
C: -2.32 0.32 2.65  -0.18
C: -1.69 1.44 1.89  -0.18
O: -1.03 0.94 0.74  -0.24
C: -1.86 0.90 -0.42  -0.07
H: -2.31 -1.02 4.92  0.10
H: -1.22 -2.28 4.29  0.07
H: -2.79 -2.02 3.52  0.11
H: -2.90 0.72 3.49  0.14
H: -3.00 -0.24 2.00  0.14
H: -0.95 1.97 2.49  0.13
H: -2.47 2.15 1.61  0.14
H: -2.82 0.43 -0.20  0.10
H: -1.36 0.27 -1.16  0.04
H: -2.01 1.91 -0.80  0.10
C: -2.68 -4.98 -4.45  -0.02
N: -2.31 -3.66 -4.91  -0.08
C: -2.03 -2.60 -4.12  -0.75
Se: -1.96 -2.53 -2.29  0.69
N: -1.75 -1.56 -4.96  0.11
C: -1.84 -1.96 -6.29  -0.18
C: -1.63 -1.29 -7.48  -0.01
C: -1.80 -2.02 -8.65  -0.08
C: -2.17 -3.37 -8.61  -0.07
C: -2.38 -4.04 -7.41  0.00
C: -2.20 -3.30 -6.25  -0.16
H: -2.60 -4.99 -3.37  0.04
H: -2.01 -5.72 -4.88  0.10
H: -3.71 -5.20 -4.74  0.10
H: -1.52 -0.65 -4.61  0.14
H: -1.35 -0.24 -7.51  0.11
H: -1.65 -1.54 -9.60  0.11
H: -2.30 -3.91 -9.54  0.11
H: -2.68 -5.08 -7.39  0.11

Record 3
10 unconnected molecules or ions with the total composition C30H30F10NO29, computed with ωB97M-V with the def2-TZVPD basis set.

Frontier orbital gap in Eh: 0.14873
Charge: -1
Calculated total energy in eV: -119640.18300
E_HOMO in eV: -2.7

Each line ends with the Löwdin charge.
Geometry (Å):
C: 3.31 0.55 1.94  -0.12
C: 1.97 1.12 1.83  -0.58
O: 1.56 2.14 2.37  0.00
N: 0.97 0.46 0.99  0.14
C: -0.30 0.48 1.53  -0.51
O: -1.32 0.88 1.01  0.11
F: -0.39 -0.04 2.77  0.09
H: 3.59 0.36 0.90  -0.01
H: 3.12 -0.46 2.32  0.00
H: 1.25 -0.47 0.69  0.09
C: 5.97 1.99 6.55  -0.08
C: 4.70 2.36 5.81  -0.32
O: 4.90 1.81 4.53  0.12
C: 5.73 0.73 4.68  -0.55
O: 5.92 -0.12 3.89  0.19
O: 6.32 0.76 5.92  0.04
F: 4.56 3.71 5.71  0.06
H: 6.75 2.73 6.38  0.14
H: 5.82 1.85 7.62  0.13
H: 3.79 1.94 6.24  0.17
C: 0.63 -1.12 -3.19  -0.04
C: 1.11 -2.49 -3.60  -0.30
O: 2.04 -2.81 -2.57  0.14
C: 1.64 -2.15 -1.45  -0.55
O: 2.02 -2.37 -0.36  0.18
O: 0.72 -1.20 -1.76  0.07
F: 1.77 -2.47 -4.80  0.06
H: 1.28 -0.33 -3.55  0.12
H: -0.39 -0.92 -3.50  0.13
H: 0.33 -3.25 -3.64  0.14
C: -1.15 -2.48 4.66  -0.03
C: -2.58 -2.94 4.45  -0.30
O: -2.72 -3.95 5.44  0.13
C: -1.87 -3.65 6.45  -0.56
O: -1.92 -4.14 7.53  0.17
O: -0.98 -2.71 6.07  0.07
F: -2.77 -3.49 3.22  0.08
H: -0.45 -3.10 4.10  0.15
H: -0.99 -1.44 4.41  0.12
H: -3.33 -2.17 4.61  0.17
C: -0.97 -2.54 10.39  -0.05
C: -1.08 -1.46 9.35  -0.32
O: -0.62 -0.31 10.06  0.13
C: 0.24 -0.74 11.02  -0.55
O: 0.98 -0.05 11.63  0.18
O: 0.13 -2.09 11.18  0.07
F: -2.36 -1.26 8.96  0.07
H: -1.87 -2.59 11.01  0.15
H: -0.78 -3.52 9.96  0.13
H: -0.45 -1.62 8.47  0.17
C: -4.31 -0.94 -3.61  -0.04
C: -4.74 -1.66 -4.86  -0.31
O: -3.53 -2.23 -5.33  0.14
C: -2.73 -2.43 -4.24  -0.54
O: -1.76 -3.10 -4.22  0.18
O: -3.22 -1.76 -3.17  0.08
F: -5.21 -0.80 -5.81  0.07
H: -3.94 0.06 -3.82  0.15
H: -5.08 -0.89 -2.85  0.14
H: -5.47 -2.45 -4.71  0.15
C: 3.50 4.13 0.30  -0.03
C: 2.71 5.09 -0.54  -0.32
O: 3.37 5.03 -1.80  0.12
C: 3.96 3.80 -1.89  -0.56
O: 4.39 3.34 -2.89  0.16
O: 3.96 3.19 -0.69  0.08
F: 2.76 6.36 -0.09  0.07
H: 4.36 4.61 0.77  0.15
H: 2.91 3.63 1.07  0.12
H: 1.67 4.79 -0.67  0.16
C: 2.08 -0.19 -8.89  -0.06
C: 3.50 -0.08 -8.38  -0.31
O: 3.33 0.62 -7.16  0.14
C: 2.08 0.34 -6.70  -0.54
O: 1.71 0.55 -5.60  0.19
O: 1.33 -0.23 -7.67  0.07
F: 4.28 0.64 -9.22  0.07
H: 1.80 0.69 -9.47  0.14
H: 1.90 -1.09 -9.48  0.14
H: 3.98 -1.04 -8.18  0.17
C: -5.97 -3.54 -9.49  -0.05
C: -6.63 -2.27 -9.01  -0.31
O: -7.12 -2.64 -7.74  0.13
C: -6.31 -3.63 -7.26  -0.55
O: -6.28 -3.98 -6.13  0.18
O: -5.55 -4.13 -8.25  0.08
F: -7.67 -1.91 -9.80  0.07
H: -6.69 -4.20 -9.98  0.14
H: -5.12 -3.37 -10.14  0.14
H: -5.96 -1.42 -8.90  0.17
C: -1.83 4.42 2.36  -0.05
C: -1.13 3.94 1.11  -0.31
O: -0.15 4.95 0.91  0.11
C: 0.15 5.48 2.14  -0.55
O: 1.09 6.15 2.37  0.19
O: -0.78 5.11 3.05  0.07
F: -1.97 3.91 0.04  0.06
H: -2.63 5.11 2.12  0.14
H: -2.22 3.61 2.97  0.14
H: -0.63 2.98 1.21  0.13

Record 4
A molecular structure, C30H30FFeN2O4PS2, computed with ωB97M-V with the def2-TZVPD basis set.

Frontier orbital gap (alpha / beta) in Eh: 0.30846 / 0.27535
Charge: +1
Energy relative to the best compared isomer or geometry (same formula, charge and spin) in kJ/mol: 0.0
Calculated total energy in eV: -110830.94138
E_HOMO (alpha / beta) in eV: -11.2 / -11.2
Multiplicity: 6

Each line ends with the Mulliken spin population.
Geometry (Å):
Fe: 0.71 0.77 0.22  4.24
C: 3.27 -5.60 -2.50  0.00
C: 1.94 -5.81 -1.79  0.00
C: 0.94 -6.52 -2.70  0.00
C: -0.38 -6.72 -1.99  0.00
C: -0.92 -5.39 -1.54  0.00
C: -2.27 -5.18 -1.42  0.00
C: -2.76 -3.94 -0.99  0.00
F: -4.09 -3.79 -0.90  0.00
C: -1.93 -2.90 -0.69  0.01
C: -0.55 -3.10 -0.81  0.02
C: 0.34 -2.02 -0.47  -0.03
O: -0.18 -0.92 -0.07  0.12
C: 1.72 -2.26 -0.57  -0.01
C: 2.15 -3.51 -0.99  0.00
N: 1.35 -4.50 -1.34  0.01
C: -0.04 -4.34 -1.23  0.00
C: 2.78 -1.26 -0.22  0.00
O: 3.92 -1.62 -0.03  0.03
O: 2.39 -0.01 -0.14  0.15
H: 3.55 -6.54 -2.97  0.00
H: 4.08 -5.32 -1.83  0.00
H: 3.18 -4.85 -3.28  0.00
H: 2.09 -6.41 -0.89  0.00
H: 1.37 -7.48 -2.98  0.00
H: 0.80 -5.93 -3.61  0.00
H: -0.24 -7.37 -1.12  0.00
H: -1.11 -7.21 -2.63  0.00
H: -2.98 -5.97 -1.65  0.00
H: -2.32 -1.94 -0.37  0.00
H: 3.21 -3.68 -1.04  0.00
S: -1.67 1.51 0.81  0.13
P: -1.19 2.96 -0.43  0.01
S: 0.44 2.34 -1.49  0.22
C: -2.50 3.35 -1.63  -0.01
C: -2.20 3.96 -2.84  0.01
C: -3.22 4.31 -3.71  0.00
C: -4.54 4.06 -3.37  0.00
C: -4.85 3.45 -2.16  0.00
C: -3.83 3.09 -1.29  0.01
C: -0.81 4.53 0.41  0.00
C: 0.08 5.44 -0.13  0.00
C: 0.30 6.66 0.50  0.00
C: -0.39 6.97 1.67  0.00
C: -1.29 6.06 2.20  0.00
C: -1.50 4.84 1.58  0.00
H: -1.17 4.16 -3.12  -0.01
H: -2.98 4.78 -4.66  0.00
H: -5.34 4.33 -4.05  0.00
H: -5.87 3.24 -1.90  0.00
H: -4.06 2.60 -0.35  -0.01
H: 0.63 5.20 -1.04  0.00
H: 1.00 7.37 0.08  0.00
H: -0.22 7.92 2.15  0.00
H: -1.83 6.30 3.11  0.00
H: -2.19 4.12 2.00  0.00
C: 0.60 2.50 4.26  0.00
N: 1.68 1.51 4.19  0.01
C: 2.48 1.22 5.39  0.00
C: 1.87 0.90 3.04  0.00
C: 2.94 -0.13 2.86  0.00
O: 1.06 1.24 2.13  0.08
H: 0.60 2.96 5.24  0.00
H: -0.36 2.02 4.08  0.00
H: 0.74 3.26 3.50  0.00
H: 2.13 1.87 6.19  0.00
H: 3.53 1.43 5.22  0.00
H: 2.35 0.19 5.71  0.00
H: 3.64 -0.18 3.68  0.00
H: 3.47 0.07 1.93  0.00
H: 2.46 -1.10 2.75  0.00

Record 5
A molecular structure, C30H30N11S2V, computed with ωB97M-V with the def2-TZVPD basis set.

Frontier orbital gap (alpha / beta) in Eh: 0.24585 / 0.25520
Charge: +2
Calculated total energy in eV: -95336.69772
E_HOMO (alpha / beta) in eV: -12.9 / -13.1
Multiplicity: 3

Each line ends with the Mulliken spin population.
Geometry (Å):
V: 0.04 0.34 0.38  1.97
N: -0.34 -0.46 4.67  0.00
C: 0.15 -0.41 3.44  0.06
N: -0.55 -0.06 2.39  -0.06
C: -1.92 0.20 2.55  0.03
N: -2.68 0.42 1.52  0.00
N: -1.94 0.38 0.34  -0.04
C: -2.52 0.35 -0.79  0.03
C: -1.64 0.37 -1.97  0.01
C: -2.10 0.39 -3.25  0.00
C: -1.19 0.50 -4.30  0.00
C: 0.16 0.62 -4.00  0.01
C: 0.56 0.58 -2.67  0.03
N: -0.31 0.44 -1.68  -0.02
C: -2.48 0.26 3.89  -0.01
C: -3.80 0.64 4.14  0.00
C: -4.26 0.69 5.44  0.00
C: -3.42 0.34 6.50  0.00
C: -2.12 -0.05 6.27  0.00
C: -1.66 -0.08 4.96  0.00
H: 0.27 -0.76 5.42  0.00
H: 1.19 -0.67 3.31  0.00
H: -3.61 0.34 -0.87  0.00
H: -3.17 0.33 -3.44  0.00
H: -1.53 0.52 -5.32  0.00
H: 0.90 0.73 -4.78  0.00
H: 1.60 0.67 -2.40  0.00
H: -4.44 0.89 3.31  0.00
H: -5.28 0.99 5.64  0.00
H: -3.79 0.38 7.51  0.00
H: -1.47 -0.34 7.09  0.00
N: 1.56 -3.36 -1.36  -0.01
C: 1.34 -2.23 -0.68  0.01
S: -0.20 -2.01 0.12  -0.07
N: 2.34 -1.36 -0.64  -0.02
N: 1.98 -0.23 0.05  -0.08
C: 2.95 0.52 0.50  0.07
C: 4.39 0.24 0.36  0.01
C: 5.19 0.23 1.50  0.01
C: 6.55 -0.04 1.40  0.00
C: 7.12 -0.27 0.15  0.01
C: 6.32 -0.24 -0.99  0.00
C: 4.96 0.00 -0.89  0.01
C: 2.44 1.71 1.23  0.00
C: 3.24 2.73 1.71  0.00
C: 2.65 3.79 2.37  0.01
C: 1.27 3.82 2.53  0.00
C: 0.53 2.78 2.00  0.05
N: 1.10 1.75 1.35  -0.01
H: 0.89 -4.10 -1.32  0.00
H: 2.48 -3.55 -1.72  0.00
H: 4.75 0.40 2.48  0.00
H: 7.16 -0.07 2.29  0.00
H: 8.18 -0.47 0.07  0.00
H: 6.77 -0.41 -1.96  0.00
H: 4.35 0.00 -1.78  0.00
H: 4.31 2.68 1.56  0.00
H: 3.26 4.60 2.75  0.00
H: 0.77 4.63 3.05  0.00
H: -0.55 2.77 2.06  -0.01
C: 1.19 7.15 -1.19  0.00
N: 0.99 5.70 -1.10  0.00
C: -0.06 4.98 -0.67  0.00
S: -0.19 3.34 -1.17  0.00
N: -1.00 5.49 0.14  0.00
C: -1.02 6.74 0.92  0.00
H: 1.72 7.36 -2.12  0.00
H: 1.77 7.54 -0.36  0.00
H: 0.24 7.68 -1.24  0.00
H: 1.66 5.14 -1.60  0.00
H: -1.79 4.89 0.23  0.00
H: -0.03 7.00 1.25  0.00
H: -1.63 6.56 1.80  0.00
H: -1.46 7.57 0.37  0.00

Record 6
2 unconnected molecules or ions with the total composition C30H30NO4, computed with ωB97M-V with the def2-TZVPD basis set.

Frontier orbital gap in Eh: 0.25724
Charge: +1
Calculated total energy in eV: -41271.01182
E_HOMO in eV: -11.1

Each line ends with the natural charge from an NBO analysis.
Geometry (Å):
C: -2.35 1.92 5.75  -0.74
C: -3.48 2.45 4.93  0.80
O: -4.33 1.76 4.48  -0.53
O: -3.50 3.82 4.77  -0.54
C: -3.83 4.24 3.45  -0.09
C: -2.89 5.32 2.90  -0.25
N: -1.45 5.09 3.10  -0.23
C: -0.59 6.01 2.97  0.30
C: 0.78 5.50 3.25  -0.48
C: 0.60 4.02 2.81  -0.18
C: 0.49 3.81 1.30  -0.43
C: 0.21 2.35 0.99  -0.02
C: -1.07 1.91 0.67  -0.25
C: -1.28 0.57 0.37  -0.18
C: -0.22 -0.33 0.40  -0.25
C: 1.06 0.10 0.73  0.12
C: 2.24 -0.84 0.77  -0.66
C: 1.28 1.44 1.03  -0.27
C: -0.79 3.82 3.44  -0.25
H: -2.76 1.16 6.40  0.26
H: -1.61 1.44 5.12  0.25
H: -1.92 2.70 6.37  0.23
H: -3.91 3.42 2.74  0.21
H: -4.81 4.71 3.49  0.22
H: -3.06 5.35 1.83  0.24
H: -3.18 6.29 3.29  0.24
H: -0.81 7.03 2.69  0.24
H: 1.56 6.09 2.78  0.26
H: 0.83 5.46 4.34  0.26
H: 1.32 3.36 3.28  0.25
H: -0.29 4.41 0.83  0.21
H: 1.46 4.03 0.86  0.24
H: -1.88 2.63 0.66  0.19
H: -2.27 0.22 0.10  0.22
H: -0.44 -1.36 0.16  0.23
H: 2.28 -1.35 -0.19  0.24
H: 2.12 -1.60 1.53  0.23
H: 3.16 -0.29 0.92  0.21
H: 2.27 1.78 1.30  0.21
H: -0.68 3.67 4.51  0.24
H: -1.39 2.98 3.08  0.25
C: 3.07 -8.13 -4.23  -0.19
C: 3.29 -7.69 -2.93  -0.19
C: 2.78 -6.47 -2.52  -0.17
C: 2.07 -5.68 -3.41  -0.06
C: 1.87 -6.11 -4.73  -0.15
C: 2.36 -7.35 -5.13  -0.15
C: 1.14 -5.26 -5.71  0.55
O: 0.96 -5.64 -6.85  -0.51
C: 0.66 -3.93 -5.27  -0.14
C: 0.02 -3.09 -6.18  -0.15
C: -0.44 -1.85 -5.77  -0.19
C: -0.28 -1.44 -4.45  -0.20
C: 0.36 -2.27 -3.54  -0.18
C: 0.83 -3.51 -3.95  -0.06
C: 1.53 -4.37 -2.95  0.53
O: 1.62 -4.01 -1.80  -0.55
H: 3.45 -9.09 -4.55  0.22
H: 3.84 -8.31 -2.24  0.22
H: 2.95 -6.12 -1.51  0.23
H: 2.20 -7.68 -6.14  0.24
H: -0.10 -3.41 -7.20  0.24
H: -0.93 -1.20 -6.48  0.22
H: -0.64 -0.47 -4.13  0.21
H: 0.50 -1.95 -2.52  0.23